The following is a quantum chemistry calculation of a cluster of 2 separate species, C3H9N2O in total at a distorted geometry, from OMol25.

Results
net charge = +1
highest occupied orbital energy = -12.68 eV
strongest force on any atom = 4.17 eV Å⁻¹
multiplicity = 1
energy relative to the best compared isomer or geometry (same formula, charge and spin) = 103.0 kcal per mole
gap between HOMO and LUMO = 0.2821 hartree

```
15
C3H9N2O (the ωB97M-V functional and the def2-TZVPD basis)
C -1.293 1.083 -0.327
C -2.737 1.517 -0.264
C 2.666 -1.949 0.184
N -0.939 -0.014 0.303
N 2.755 -0.680 0.006
O 0.192 -0.488 0.449
H -0.377 1.467 -0.915
H -3.551 0.677 -0.142
H -2.991 2.087 -1.177
H -2.831 2.342 0.515
H 2.093 -2.548 -0.512
H 3.462 -2.469 0.799
H 1.861 -0.273 -0.358
H -1.595 -0.645 0.735
H 3.285 -0.105 0.705
```

Atom charges from the Löwdin analysis, given in e for atoms 1 to 4: -0.07 -0.07 0.13 -0.17

=====

The following is a quantum chemistry calculation of a cluster of 10 separate species, H22O11 in total at a distorted geometry, from OMol25.

Results
highest occupied orbital energy = -6.44 eV
strongest force on any atom = 16.70 eV Å⁻¹
multiplicity = 1
energy relative to the best compared isomer or geometry (same formula, charge and spin) = 197.4 kcal per mole
gap between HOMO and LUMO = 0.2237 hartree

```
33
H22O11 (the ωB97M-V functional and the def2-TZVPD basis)
H -0.238 -0.053 1.420
H -1.201 0.049 0.249
H 1.347 1.192 1.953
H 2.211 2.427 2.152
H 1.861 -2.501 0.731
H 0.787 -3.308 1.442
H -3.157 -0.400 0.021
H -4.148 0.751 -0.017
H 2.428 -1.877 3.838
H 1.943 -0.452 4.049
H 2.522 1.722 -0.168
H 3.610 2.350 0.687
H 0.520 1.449 -2.207
H 1.470 0.486 -2.900
H 1.894 -1.877 -0.941
H 0.970 -2.494 -1.978
H 0.677 3.142 1.180
H -0.466 2.389 1.840
H -3.343 -0.522 -4.285
H -2.214 0.441 -3.953
H -3.930 -1.357 -1.518
H -4.122 -1.755 -2.972
O -0.404 0.449 0.615
O 2.252 1.464 2.143
O 0.937 -2.464 1.001
O -3.727 0.130 0.589
O 2.267 -1.223 4.528
O 2.947 1.651 0.694
O 1.447 1.188 -2.240
O 1.153 -1.666 -1.519
O -0.061 3.262 1.787
O -2.396 -0.493 -4.102
O -3.834 -2.103 -2.121
```

Atom charges from the Löwdin analysis, given in e for atoms 1 to 4: 0.04 0.03 0.02 0.06